Entry from the OMol25 dataset: a 2-piece molecular cluster, C5H12O3 overall at a distorted geometry (the ωB97M-V functional and the def2-TZVPD basis).

Last column: natural (NBO) charge in e.
Positions of all 20 atoms, in Å:
C 1.447 -1.416 -0.856  -0.61
C 0.989 -0.994 0.535  -0.42
C -0.130 0.028 0.598  0.21
C -1.441 -0.318 -0.096  -0.09
O -1.379 -0.369 -1.500  -0.74
C -0.296 0.672 1.921  -0.09
O 0.180 1.492 0.868  -0.54
H 1.743 -0.547 -1.459  0.21
H 2.318 -2.080 -0.776  0.21
H 0.660 -1.969 -1.385  0.22
H 0.654 -1.889 1.086  0.21
H 1.844 -0.600 1.103  0.21
H -1.747 -1.320 0.238  0.19
H -2.220 0.395 0.223  0.17
H -1.290 0.542 -1.822  0.51
H -1.296 0.926 2.284  0.18
H 0.441 0.477 2.706  0.18
O -0.483 2.218 -1.437  -1.01
H -0.360 2.316 -0.399  0.51
H 0.365 2.435 -1.833  0.47

**Total charge**: 0
**Relative energy (zero: lowest compared OMol25 entry of this formula, charge and spin)**: 209.6 kJ/mol
**Kohn-Sham gap**: 10.8 eV

=====

Entry from the OMol25 dataset: a 2-piece molecular cluster, C5H12O3 overall at a distorted geometry (the ωB97M-V functional and the def2-TZVPD basis).

Last column: natural (NBO) charge in e.
Positions of all 20 atoms, in Å:
C -1.547 -0.157 2.025  -0.63
C -0.504 -1.227 1.908  -0.08
O 0.710 -0.751 1.152  -0.52
C 0.735 -0.759 -0.212  0.79
O 0.216 -1.583 -0.941  -0.60
C 1.874 0.025 -0.698  -0.51
C 1.721 0.776 -2.080  -0.60
H -1.098 0.807 2.318  0.22
H -2.380 -0.381 2.712  0.22
H -1.950 -0.061 1.002  0.21
H -0.176 -1.420 2.947  0.19
H -1.021 -2.136 1.544  0.20
H 1.996 0.818 0.064  0.22
H 2.764 -0.631 -0.647  0.24
H 0.845 1.443 -2.138  0.21
H 1.656 0.039 -2.898  0.22
H 2.633 1.379 -2.222  0.21
O -2.211 1.456 -0.925  -0.95
H -1.917 1.857 -1.774  0.47
H -2.346 0.504 -1.134  0.48

**Total charge**: 0
**Relative energy (zero: lowest compared OMol25 entry of this formula, charge and spin)**: 110.1 kJ/mol
**Kohn-Sham gap**: 10.9 eV

=====

Entry from the OMol25 dataset: a 2-piece molecular cluster, C5H12O3 overall at a distorted geometry (the ωB97M-V functional and the def2-TZVPD basis).

Last column: natural (NBO) charge in e.
Positions of all 20 atoms, in Å:
C 0.356 -1.406 -0.088  -0.56
C -0.249 -0.229 0.169  0.36
O -1.076 0.551 -0.604  -0.72
C 0.212 0.601 1.428  -0.27
C 1.467 1.339 0.884  -0.61
C 0.474 -0.167 2.718  -0.62
H 0.086 -1.953 -1.011  0.20
H 1.214 -1.804 0.374  0.21
H -1.671 0.113 -1.230  0.51
H -0.661 1.236 1.552  0.21
H 2.354 0.602 0.780  0.21
H 1.745 2.245 1.437  0.21
H 1.157 1.612 -0.191  0.22
H 1.205 0.473 3.226  0.22
H 0.984 -1.124 2.396  0.20
H -0.416 -0.562 3.129  0.22
O -1.097 -0.507 -3.909  -0.45
O -2.285 -0.553 -3.153  -0.48
H -0.939 0.482 -4.012  0.46
H -2.861 -0.951 -3.891  0.48

**Total charge**: 0
**Relative energy (zero: lowest compared OMol25 entry of this formula, charge and spin)**: 498.5 kJ/mol
**Kohn-Sham gap**: 9.1 eV

=====

Entry from the OMol25 dataset: a 2-piece molecular cluster, C5H12O3 overall at a distorted geometry (the ωB97M-V functional and the def2-TZVPD basis).

Last column: natural (NBO) charge in e.
Positions of all 20 atoms, in Å:
O -2.638 -0.449 1.955  -0.51
C -1.950 0.470 2.284  0.44
C -1.182 1.113 1.069  -0.53
C -0.384 -0.088 0.269  -0.40
C 1.171 0.032 0.527  -0.40
C 1.714 0.898 -0.764  -0.08
O 1.679 -0.302 -1.538  -0.72
H -1.852 0.852 3.255  0.12
H -1.876 1.598 0.362  0.23
H -0.563 2.005 1.313  0.20
H -0.614 -1.024 0.705  0.22
H -0.751 -0.258 -0.775  0.23
H 1.764 -0.869 0.779  0.22
H 1.254 0.636 1.466  0.18
H 1.113 1.748 -1.220  0.17
H 2.735 1.312 -0.522  0.16
H 1.296 0.001 -2.516  0.46
O -0.417 -2.424 -1.864  -0.94
H 0.384 -2.912 -2.054  0.47
H -0.881 -2.338 -2.731  0.47

**Total charge**: 0
**Relative energy (zero: lowest compared OMol25 entry of this formula, charge and spin)**: 363.9 kJ/mol
**Kohn-Sham gap**: 10.1 eV

=====

Entry from the OMol25 dataset: C5H12O3 as an isolated structure (the ωB97M-V functional and the def2-TZVPD basis).

Last column: natural (NBO) charge in e.
Positions of all 20 atoms, in Å:
C -2.391 -0.761 -0.700  0.38
C 1.840 1.979 0.424  -0.26
C -2.261 0.270 0.233  -0.76
O 1.967 0.561 0.551  -0.53
O -1.576 -0.982 -1.667  -0.64
H -0.635 -0.379 -1.508  0.50
H -3.182 -1.506 -0.591  0.16
H 1.823 2.283 -0.622  0.20
H 2.706 2.401 0.930  0.20
H 0.923 2.322 0.914  0.18
H -1.820 1.194 -0.132  0.26
H -1.053 -0.054 0.905  0.23
H -3.055 0.375 0.961  0.23
C 1.289 -1.656 0.078  -0.68
C 0.970 -0.180 -0.021  0.69
O 0.404 0.291 -1.073  -0.76
H -0.072 -0.124 1.057  -0.10
H 1.619 -1.916 1.082  0.23
H 0.413 -2.244 -0.190  0.22
H 2.090 -1.876 -0.632  0.23

**Total charge**: 0
**Relative energy (zero: lowest compared OMol25 entry of this formula, charge and spin)**: 389.9 kJ/mol
**Kohn-Sham gap**: 8.7 eV

=====

Entry from the OMol25 dataset: a 3-piece molecular cluster, C5H12O3 overall at a distorted geometry (the ωB97M-V functional and the def2-TZVPD basis).

Last column: natural (NBO) charge in e.
Positions of all 20 atoms, in Å:
C 1.088 2.363 -0.590  -0.13
C 0.347 1.307 -0.215  -0.22
C 0.495 0.008 -0.818  -0.18
C -0.204 -1.102 -0.406  0.54
O -1.264 -0.835 0.368  -0.60
C -0.159 -2.563 -0.740  -0.74
H 1.032 3.291 -0.035  0.23
H 1.975 2.257 -1.206  0.22
H -0.375 1.316 0.588  0.25
H 1.207 -0.142 -1.624  0.25
H -1.790 -1.595 0.610  0.53
H 0.679 -3.143 -0.324  0.30
H 0.013 -2.943 -1.748  0.30
H -1.092 -3.038 -0.414  0.24
H -2.251 1.196 0.553  0.45
H -3.056 2.133 -0.266  0.48
O -2.641 2.068 0.611  -0.92
H 2.361 -0.060 1.188  0.46
H 1.474 -0.011 2.453  0.47
O 2.164 -0.506 2.016  -0.92

**Total charge**: +1
**Relative energy (zero: lowest compared OMol25 entry of this formula, charge and spin)**: 74.9 kJ/mol
**Multiplicity**: 2
**⟨S²⟩**: 0.777
**Kohn-Sham gap (alpha / beta)**: 9.6 / 7.3 eV

=====

> Which of these has the highest relative energy (zero: lowest compared OMol25 entry of this formula, charge and spin)?

number 3

=====

> Which value of total charge does entry 1 give?

0